No. 1
C4H6BrPS | ωB97M-V/def2-TZVPD

The geometry in XYZ format:
```
13
Properties=species:S:1:pos:R:3:nbo_charge:R:1
S -3.668 -1.904 -0.008 -0.383
P -2.335 -0.569 0.535 0.666
C -1.126 -0.986 -0.692 -0.615
C 0.195 -0.664 -0.554 -0.096
C 0.713 -0.095 0.667 -0.512
C 1.334 1.246 0.320 -0.420
Br 0.059 2.605 -0.279 -0.017
H -1.441 -1.217 -1.680 0.236
H 0.911 -0.608 -1.497 0.215
H -0.086 0.031 1.446 0.228
H 1.475 -0.714 1.216 0.246
H 1.976 1.755 1.093 0.237
H 1.995 1.120 -0.567 0.216
```

Summary:
LUMO level: -1.42 eV
HOMO level: -8.65 eV
Energy above the lowest of the compared OMol25 structures with the same formula, charge and spin: 1.7600 eV
Structure (SMILES): S=P/C=C\CCBr
Orbital gap: 0.2656 Eh
Maximum force: 3.32 eV/Å
M: 197.037 g mol⁻¹
Total charge: 0

No. 2
F2HO4PS2 | ωB97M-V/def2-TZVPD

The geometry in XYZ format:
```
10
Properties=species:S:1:pos:R:3:nbo_charge:R:1
O -0.004 -0.999 0.839 -1.105
O -1.532 0.577 1.864 -0.809
O -0.909 -0.339 -1.473 -0.891
O 1.480 -0.663 -1.183 -0.958
F 0.364 1.297 -0.060 -0.553
F -1.950 1.426 -0.417 -0.560
P 1.455 -1.443 0.405 1.220
S -1.449 0.094 0.574 1.894
S 0.333 0.319 -1.548 1.865
H 2.213 -0.268 0.999 -0.103
```

Summary:
LUMO level: -1.07 eV
HOMO level: -10.10 eV
Energy above the lowest of the compared OMol25 structures with the same formula, charge and spin: 0.3591 eV
Orbital gap: 0.3318 Eh
Maximum force: 3.78 eV/Å
M: 198.108 g mol⁻¹
Total charge: 0

No. 3
C4H12NO4 | ωB97M-V/def2-TZVPD

The geometry in XYZ format:
```
21
Properties=species:S:1:pos:R:3:nbo_charge:R:1
C -0.062 0.821 -1.085 -0.222
N -0.771 1.349 0.069 -0.724
C -0.040 2.044 1.079 0.850
O -0.670 2.957 1.661 -0.796
O 1.102 1.615 1.368 -0.820
C -0.279 -0.704 -1.214 -0.400
C 0.536 -1.335 -2.357 -0.611
H 0.965 0.895 -0.850 0.223
H -0.399 1.289 -2.012 0.159
H -1.706 1.682 -0.087 0.378
H 0.019 -1.159 -0.278 0.213
H -1.335 -0.882 -1.441 0.177
H 1.506 -0.847 -2.449 0.199
H 0.627 -2.397 -2.148 0.206
H 0.047 -1.195 -3.324 0.186
H -0.800 -0.334 1.510 0.496
H -1.140 0.310 2.804 0.486
O -1.102 -0.572 2.405 -0.981
H 1.548 -0.591 1.767 0.495
H 0.551 -1.437 2.521 0.489
O 1.405 -1.511 2.059 -1.005
```

Summary:
LUMO level: 3.69 eV
HOMO level: -4.51 eV
Energy above the lowest of the compared OMol25 structures with the same formula, charge and spin: 0.3844 eV
Orbital gap: 0.3014 Eh
Maximum force: 2.24 eV/Å
M: 138.143 g mol⁻¹
Total charge: -1

No. 4
C2H5BrClN | ωB97M-V/def2-TZVPD

The geometry in XYZ format:
```
10
Properties=species:S:1:pos:R:3:nbo_charge:R:1
C 0.571 -0.205 0.178 -0.420
N -0.516 0.801 0.502 -0.627
C -1.616 0.778 -0.265 -0.013
Cl -2.704 2.029 0.151 0.037
Br -2.784 -1.080 -0.250 -0.270
H 0.459 -1.214 0.671 0.209
H 0.294 -0.426 -0.858 0.213
H 1.532 0.223 0.450 0.214
H -0.460 0.989 1.513 0.410
H -1.539 0.774 -1.453 0.247
```

Summary:
LUMO level: 0.63 eV
HOMO level: -9.51 eV
Energy above the lowest of the compared OMol25 structures with the same formula, charge and spin: 1.2002 eV
Structure (SMILES): CN[C@H](Cl)Br
Orbital gap: 0.3728 Eh
Maximum force: 3.60 eV/Å
M: 158.426 g mol⁻¹
Total charge: 0

No. 5
C34H39F5N8O6S2Ta | ωB97M-V/def2-TZVPD

The geometry in XYZ format:
```
95
Properties=species:S:1:pos:R:3:lowdin_charge:R:1
Ta -0.622 0.774 0.696 1.835
C -3.746 2.074 1.721 -0.065
N -2.323 2.444 1.837 -0.142
C -1.924 2.648 3.240 -0.118
C -1.337 1.376 3.737 -0.285
N -0.737 0.518 2.917 -0.010
C -0.135 -0.444 3.771 -0.204
C 0.734 -1.504 3.515 -0.057
C 1.193 -2.232 4.593 -0.032
C 0.814 -1.925 5.909 -0.027
C -0.017 -0.860 6.183 0.028
C -0.462 -0.129 5.087 -0.154
N -1.231 1.028 5.016 0.220
C -3.840 1.111 0.601 -0.262
N -2.767 0.474 0.172 -0.019
C -3.201 -0.322 -0.916 -0.231
C -2.504 -1.184 -1.765 -0.022
C -3.238 -1.834 -2.738 -0.024
C -4.621 -1.639 -2.874 -0.023
C -5.318 -0.786 -2.042 0.033
C -4.575 -0.137 -1.065 -0.153
N -4.936 0.787 -0.088 0.223
H -4.383 2.945 1.546 0.155
H -4.088 1.603 2.645 0.151
H -2.164 3.323 1.353 0.094
H -2.753 2.990 3.862 0.148
H -1.148 3.416 3.277 0.124
H 1.066 -1.749 2.515 0.096
H 1.872 -3.056 4.425 0.126
H 1.197 -2.523 6.723 0.128
H -0.291 -0.599 7.196 0.132
H -1.602 1.547 5.798 0.195
H -1.434 -1.339 -1.698 0.099
H -2.731 -2.506 -3.417 0.126
H -5.153 -2.171 -3.651 0.128
H -6.383 -0.635 -2.150 0.134
H -5.860 1.163 0.069 0.196
C -1.769 -2.807 1.987 -0.028
O -1.675 -1.544 1.254 -0.245
H -1.833 -3.631 1.276 0.110
H -2.657 -2.785 2.615 0.109
H -0.889 -2.918 2.605 0.068
H -2.433 -1.559 0.657 0.058
F 5.317 2.721 4.227 0.188
C 4.204 2.781 3.533 -0.115
C 3.640 4.017 3.220 -0.121
F 4.230 5.122 3.617 0.184
C 2.460 4.080 2.491 -0.223
F 1.938 5.261 2.193 0.127
C 1.824 2.920 2.064 -0.444
S 0.397 3.001 1.033 0.812
C 2.409 1.719 2.399 -0.220
F 1.763 0.591 1.988 -0.015
C 3.581 1.609 3.116 -0.132
F 4.090 0.420 3.400 0.155
C 0.839 -2.361 -6.345 -0.100
C 2.193 -1.862 -5.866 -0.266
S 2.164 -1.329 -4.157 0.690
O 2.419 0.093 -4.077 -0.316
O 0.975 -1.831 -3.490 -0.321
C 3.559 -2.126 -3.378 -0.194
C 3.801 -1.553 -1.988 -0.087
N 2.577 -1.491 -1.155 0.079
C 1.959 -0.365 -0.781 -0.266
N 0.817 -0.658 -0.099 -0.031
C 0.726 -2.042 -0.088 -0.032
C 1.797 -2.539 -0.723 -0.115
N 2.094 -3.949 -0.866 -0.307
O 3.174 -4.248 -1.328 0.129
O 1.229 -4.701 -0.487 0.145
C 2.497 0.986 -1.070 0.023
H 0.911 -2.580 -7.409 0.096
H 0.065 -1.609 -6.207 0.080
H 0.543 -3.268 -5.823 0.082
H 2.538 -0.989 -6.419 0.113
H 2.959 -2.636 -5.942 0.112
H 4.444 -1.934 -3.986 0.132
H 3.370 -3.197 -3.356 0.104
H 4.174 -0.535 -2.058 0.127
H 4.534 -2.161 -1.463 0.146
H -0.068 -2.594 0.366 0.098
H 3.386 1.180 -0.465 0.117
H 1.758 1.750 -0.854 0.032
H 2.760 1.063 -2.126 0.081
C -0.540 1.431 -3.372 -0.014
C -1.273 2.052 -2.212 -0.387
C -1.062 3.540 -2.064 -0.034
O -0.797 1.393 -0.977 -0.404
H -0.976 1.810 -4.298 0.115
H -0.622 0.346 -3.380 0.067
H 0.514 1.705 -3.366 0.081
H -2.338 1.801 -2.230 0.142
H -0.003 3.794 -2.064 0.093
H -1.523 3.934 -1.158 0.068
H -1.529 4.038 -2.914 0.111
```

Summary:
LUMO level: -9.18 eV
HOMO level: -16.12 eV
Energy above the lowest of the compared OMol25 structures with the same formula, charge and spin: 1.4604 eV
Orbital gap: 0.2549 Eh
Maximum force: 1.00 eV/Å
M: 995.808 g mol⁻¹
Total charge: +3